1.
50
Properties=species:S:1:pos:R:3:forces:R:3 method="wB97M-V/def2-TZVPD" relative_energy_kj_mol=249.8 total_charge=+3 homo_energy_ev=-15.798 gap_ev=5.265
H -2.06970 0.85230 4.11980 0.0 -0.1 0.1
O 0.29340 -0.18230 1.31550 1.0 -1.0 1.4
Ta -0.24830 0.45410 -0.35400 1.0 0.2 1.6
S -1.34480 0.48380 -2.57140 -1.9 -0.9 -3.6
H -0.81350 -0.71210 -7.21780 0.1 0.0 0.0
H -4.30320 -0.36520 -8.20780 0.1 0.0 0.1
C -3.72890 0.28500 -5.74590 0.1 0.1 0.4
H 0.57420 -0.87110 3.73470 0.0 0.0 -0.1
H 4.85130 -0.38280 3.72790 0.1 0.0 0.0
C -1.67230 1.79390 3.76770 -0.1 0.5 0.4
C 3.82600 -0.02440 1.88670 -0.3 0.0 -0.1
N -0.56690 -0.82760 -1.99710 1.2 1.4 -0.3
C 2.58280 0.02910 1.24700 -0.3 0.1 0.0
C -1.35440 -1.86920 -1.57830 -1.6 -2.0 0.5
H -2.72390 -0.83540 -8.69670 0.0 0.0 0.0
C 2.72360 -0.67170 3.92760 0.0 0.1 -0.3
N -1.51660 -1.88000 -0.24680 0.6 1.3 -0.7
N -1.89950 -2.71060 -2.42690 0.7 0.6 -0.4
C -1.17990 4.09190 4.04200 -0.4 -0.3 0.6
C -1.01620 -0.10110 -5.18970 0.2 -0.2 -0.6
C 3.89530 -0.35980 3.22440 -0.2 0.0 -0.1
O -2.37980 0.72970 -1.56010 -0.3 0.2 0.5
S -0.14710 2.97590 0.42930 -0.1 -0.6 -0.9
N -0.66130 4.06790 2.80460 0.1 -0.2 -0.6
H -0.25620 4.91290 2.40090 -0.1 -0.1 0.1
C -2.86200 -0.19680 -6.75920 0.0 0.0 0.1
C -1.90450 0.35680 -4.21180 0.7 0.3 1.9
C -2.58420 -3.72610 -1.92220 -0.1 -0.1 0.3
H -3.30720 -4.71070 -0.13810 0.0 0.0 0.1
C -2.75760 -3.87880 -0.54950 0.1 0.3 0.0
H -2.16970 2.93200 5.54910 0.0 0.0 0.1
C -1.48750 -0.36840 -6.44910 0.3 0.1 0.5
C 1.52030 -0.63110 3.27190 -0.4 -0.1 0.4
C -0.69130 2.93710 2.04870 -0.1 -0.5 0.3
H 2.75550 -0.94050 4.97280 -0.1 0.0 0.0
N 1.47330 -0.27620 1.97150 0.7 0.3 -0.2
C -1.72610 2.94420 4.56670 0.2 0.0 -0.3
H 4.71070 0.21800 1.31520 0.0 0.0 0.0
C -2.22500 -2.88950 0.26430 -0.2 -0.3 0.2
H -3.91440 0.93240 -3.71670 -0.2 0.0 0.0
C -3.25890 0.55960 -4.48810 -0.6 0.1 -0.3
N -1.16480 1.79370 2.54850 -0.2 0.3 -0.2
S 2.32110 0.48010 -0.40280 -1.5 -0.1 -0.4
H -2.37390 -2.89580 1.33520 0.0 0.0 0.0
H -4.77170 0.43560 -5.97870 -0.1 0.0 0.0
H -2.99380 -4.41740 -2.64780 -0.1 -0.1 0.1
O -0.23710 1.42250 -2.19680 1.4 0.9 -0.2
H 0.02580 -0.22470 -4.94450 0.2 -0.1 -0.1
H -1.15460 5.02360 4.58800 0.1 0.1 -0.1
N -3.33000 -0.48910 -7.96960 0.0 0.0 -0.1


2.
42
Properties=species:S:1:pos:R:3:forces:R:3 method="wB97M-V/def2-TZVPD" smiles="CCOc1ccc2c(c1)C(=O)C(=O)N2C[C@H]1COc2ccccc2O1" relative_energy_kj_mol=385.4 homo_energy_ev=-8.426 gap_ev=7.173
C 3.79603 -4.12320 -0.62794 -0.6 -1.0 0.0
C 3.08168 -1.98076 0.07665 -0.4 0.5 0.1
H -3.15812 -1.01310 0.73522 0.9 0.9 0.0
H 1.54547 0.85347 -2.26518 0.5 0.8 -0.2
O 3.67868 -0.08237 -1.42569 0.0 -0.5 0.6
C -2.93971 2.19875 -0.21459 -5.1 0.9 1.4
O -1.28735 4.74912 -0.91314 2.7 -5.7 0.7
C 3.07670 -3.35931 0.30583 1.2 1.0 -0.1
C 0.57046 3.06554 -1.00549 0.1 -0.9 -0.5
O 2.47067 -1.13141 1.01854 0.7 0.6 -1.2
H -0.62066 -0.83829 0.24123 -0.4 0.2 0.1
H -4.74907 1.14049 3.06994 0.2 0.1 0.0
C -5.55231 0.44819 2.84395 -1.0 0.8 -0.9
H 4.99085 -4.25032 -2.48734 -1.1 0.5 1.1
C 4.40133 -2.20563 -1.93522 0.1 -2.7 -1.8
C 3.69636 -1.43219 -1.11639 -1.4 1.1 2.6
H -5.23319 -0.85568 1.06243 -0.2 -0.4 0.6
H 3.85971 0.42073 1.28017 1.0 -0.4 0.3
C -5.60382 0.14286 1.31224 0.5 -1.5 0.4
H 3.37864 1.69248 -0.60120 0.0 0.6 0.2
C 4.34734 -3.64566 -1.78049 2.1 2.2 -0.9
H -6.51016 0.94521 3.12514 0.7 -0.2 -0.1
C 2.90371 0.24698 0.83790 -0.9 -0.1 1.0
H 2.76762 -3.81400 1.26560 -0.1 0.6 -0.8
H 2.24419 0.94088 1.37433 -0.3 -0.6 0.2
C -2.66237 -0.04430 0.47405 -0.2 -1.6 -0.1
H -6.65123 0.14512 0.95129 0.7 0.4 0.1
H -5.45656 -0.42089 3.47618 0.1 -0.4 -0.1
C 2.89297 0.73211 -0.55476 0.1 -0.2 -1.4
O 1.41645 3.70852 -1.58371 -0.2 -1.2 0.9
H -3.63233 3.00394 -0.26048 -0.4 0.8 -0.4
H 3.91604 -5.17139 -0.44663 -0.2 -0.5 0.2
H 4.85007 -1.66057 -2.76663 0.1 -0.6 0.0
H 1.06723 -0.16128 -1.10504 -0.4 -1.6 0.5
N 0.53750 1.68259 -0.62600 0.9 2.2 -0.2
C -0.78238 1.31867 -0.26872 -1.0 -2.8 0.4
C -0.83604 3.52814 -0.76952 -4.1 6.8 -0.8
O -4.86119 0.98756 0.47016 0.2 2.2 -0.7
C -1.67623 2.38759 -0.44942 5.2 -1.1 -0.1
C -1.29771 0.01553 0.16556 1.3 2.6 -0.7
C 1.51278 0.79023 -1.17834 -0.5 -0.5 -0.5
C -3.49201 1.04563 0.29551 -0.4 -1.4 0.3


3.
42
Properties=species:S:1:pos:R:3:forces:R:3 method="wB97M-V/def2-TZVPD" smiles="CCC(=O)c1ccc(OCC(=O)c2ccc3c(c2)NC(=O)CO3)cc1" relative_energy_kj_mol=94.9 homo_energy_ev=-8.725 gap_ev=8.654
H -1.20906 -4.00269 1.23124 0.0 0.0 0.0
C 1.89514 -1.25866 1.32576 0.2 0.2 0.0
H 0.46944 2.02074 -2.20029 0.0 0.0 -0.1
H 4.48367 2.05055 0.35838 0.0 -0.1 -0.1
C 0.53855 -2.40812 -0.29594 0.5 0.3 -0.3
H -1.72803 -1.54924 1.05158 0.0 0.1 0.0
C -3.31927 1.82415 -0.86926 0.0 0.1 0.2
H -4.28270 2.01051 1.03735 0.1 -0.1 -0.2
H -2.32753 -4.32589 -0.10260 0.1 0.0 0.0
H 0.96329 -1.94912 -2.33141 0.0 0.0 -0.1
H 2.70743 -0.30404 -1.82790 0.1 0.1 -0.1
C 1.47266 2.11775 -0.31235 -0.6 0.3 0.0
C -2.39854 -2.29821 0.63370 0.0 -0.1 0.1
H 2.18463 -1.06374 2.34622 0.0 0.0 0.1
O -2.29649 2.04332 1.40286 0.2 0.3 0.0
C -3.37702 1.55445 0.63013 -0.5 -0.3 0.0
C -1.07337 2.05895 0.81914 0.5 -0.1 -0.2
C 0.90529 -2.16764 1.02924 0.0 0.0 -0.2
O -4.30797 1.84961 -1.56183 -0.2 -0.1 0.0
H -3.19344 -2.49673 1.34936 -0.1 0.1 0.0
O -0.59320 -3.80917 -1.81078 0.0 0.1 -0.1
H -2.84481 -1.89935 -0.27555 -0.1 0.1 -0.1
C 1.31441 2.20216 1.06978 0.0 0.1 -0.3
C -0.92099 2.01261 -0.57369 0.1 0.0 0.4
H -0.08968 2.25396 2.69260 0.0 0.0 0.1
C 2.53752 -0.54869 0.30907 -0.2 -0.4 0.0
H 4.57515 0.87298 -0.96296 -0.1 0.1 0.1
C -1.64185 -3.58941 0.31926 -0.1 0.0 -0.2
H 0.42898 -2.69990 1.83772 -0.1 0.0 0.1
C 3.90305 1.32464 -0.22116 0.4 0.1 -0.3
H -1.96563 2.08422 -2.36747 -0.2 0.0 0.1
O 3.01220 2.55948 -2.05484 0.1 -0.1 0.1
C 2.79592 2.07450 -0.96921 0.1 -0.1 0.2
H -3.45530 0.46273 0.75700 0.0 0.2 0.0
H 2.17439 2.29655 1.71262 0.1 -0.1 0.1
N -2.06643 1.97035 -1.36690 0.2 0.1 -0.4
O 3.44659 0.37737 0.71610 -0.1 -0.2 0.1
C 1.22791 -1.73878 -1.30593 -0.2 -0.2 0.2
C 0.05132 2.18019 1.62655 -0.3 0.0 -0.1
C 0.34335 2.05160 -1.12851 0.1 0.0 0.3
C 2.20968 -0.81369 -1.01800 0.3 0.1 0.1
C -0.54927 -3.33032 -0.69913 -0.3 -0.3 0.2


4.
58
Properties=species:S:1:pos:R:3:forces:R:3 method="wB97M-V/def2-TZVPD" total_charge=+4 homo_energy_ev="-19.634 / -19.590" gap_ev="3.661 / 3.609"
Br 3.29168 -1.60313 4.53187 -0.1 0.0 0.0
B 0.76775 0.34750 5.40821 0.1 0.2 0.2
C 2.51192 -1.97182 -2.24775 0.0 0.0 0.0
C 2.23049 0.24551 -2.86549 0.0 -0.1 0.0
C 1.66035 2.46718 -3.71855 0.1 0.0 -0.1
N 0.23216 1.15863 -2.14204 -0.1 -0.1 -0.1
H -4.77950 1.80720 -3.50574 0.0 0.0 0.0
B 0.61803 -1.06824 2.79966 0.0 0.0 -0.1
H -4.02654 -2.71695 -1.89438 0.0 0.0 0.0
B 0.22134 -1.37706 5.68290 -0.2 0.0 0.1
B 0.16760 -2.23902 4.13063 -0.1 0.0 0.1
C 1.35523 1.37915 -2.88376 -0.1 0.0 0.1
C -4.05486 -0.65721 -2.49653 0.0 0.0 0.0
H 1.01654 3.33221 -3.76692 0.0 0.0 0.0
H -1.95456 -2.20597 5.21441 0.0 0.0 0.0
C 4.09887 -0.99422 -3.74559 0.0 0.0 0.0
C -2.14382 -1.75371 -1.55412 0.0 0.0 0.0
Br -1.03934 1.01507 1.00751 0.0 0.0 0.0
B -1.07287 -1.45006 3.09660 0.0 0.0 0.0
C -1.55250 2.73456 -2.98780 -0.1 0.0 -0.1
H -5.08586 -0.66608 -2.83011 0.0 0.0 0.0
H -2.92557 0.16842 4.00370 0.0 0.1 0.0
C 2.83098 2.46222 -4.46256 -0.1 0.1 0.0
H 4.55930 1.35481 -5.07739 0.0 0.0 0.0
H -0.92345 3.60251 -3.12155 0.0 0.0 0.0
B -1.78625 -0.11034 4.06169 0.1 0.0 0.1
C -2.90126 2.81863 -3.33385 0.1 0.1 0.0
B -0.50932 1.13909 4.26612 0.0 0.1 -0.3
B -0.98002 -0.09521 5.64892 -0.1 -0.2 0.0
H -1.66975 -2.62604 -1.12083 0.0 0.0 0.0
Br -0.93576 2.95786 4.39360 0.0 0.0 0.0
H 0.44098 -1.96613 6.67444 0.0 0.0 0.0
Ru 0.37782 -0.24697 -0.82312 0.2 0.2 -0.1
C -3.74739 1.73508 -3.18308 0.0 0.0 0.0
H 3.07691 3.31967 -5.07422 0.0 0.0 0.0
C -1.20834 -1.52970 4.81411 -0.1 -0.1 0.0
H 4.98058 -1.06203 -4.37221 0.0 0.0 0.0
C 3.67074 1.35865 -4.45618 0.0 -0.1 0.0
Br 1.72344 1.27821 6.68735 0.0 -0.1 0.0
N 1.81938 -0.83286 -2.14399 0.0 0.0 0.0
Br 1.46372 -1.65844 1.10170 -0.1 -0.1 0.1
Br 2.31373 1.69030 2.71697 0.0 0.0 0.0
C -3.28394 0.52190 -2.61836 0.0 0.0 0.0
H -1.58013 0.20642 6.61149 0.0 0.0 0.0
N -1.40478 -0.65323 -1.64811 0.0 0.0 0.1
B 1.01782 0.52225 3.47348 -0.1 -0.1 0.1
H 2.14211 -2.81958 -1.68459 0.0 0.0 0.0
C -1.06352 1.55850 -2.42222 0.1 0.0 0.0
C -1.95200 0.46945 -2.19351 0.0 -0.1 0.1
C 3.65348 -2.08774 -3.03651 0.0 0.0 0.0
B 1.51711 -1.06959 4.33986 0.1 -0.1 -0.3
C -3.47436 -1.79170 -1.98102 0.0 0.0 0.0
B -0.57197 0.19145 2.74747 0.1 -0.1 0.0
H -1.74586 -2.10853 2.39210 0.0 0.0 0.0
C 3.36887 0.21122 -3.68130 0.0 0.0 0.0
H 0.35833 -3.39749 4.10061 0.1 0.0 0.0
H -3.28219 3.74252 -3.74771 0.0 0.0 0.0
H 4.16847 -3.03709 -3.08431 0.0 0.0 0.0


5.
49
Properties=species:S:1:pos:R:3:forces:R:3 method="wB97M-V/def2-TZVPD" multiplicity=2 total_charge=+2 s_squared=0.78 homo_energy_ev="-13.812 / -13.583" gap_ev="4.950 / 4.743"
H 1.70050 4.63410 0.05870 0.2 -0.2 0.0
H 5.82120 3.24780 2.11490 0.0 0.0 0.1
H -5.17950 -1.80150 2.20300 0.0 0.0 0.1
C -3.84000 -1.03890 0.69530 -0.7 0.6 -1.3
H 2.71580 -3.62960 -1.68230 -0.1 -0.1 -0.1
F -0.51510 -1.73250 3.12000 -0.3 -0.7 -0.5
Ge 2.51840 0.92170 -1.05730 0.3 0.4 -0.3
H -4.72830 0.38600 -2.30480 0.0 0.1 -0.1
C 0.66110 4.36200 0.20830 -0.3 -0.4 0.0
H 0.27730 4.82800 1.10870 -0.1 -0.1 0.2
H 4.49060 -3.72280 0.02440 0.1 -0.1 0.0
H 6.53460 4.87880 0.40850 0.1 0.1 0.0
C 4.51730 2.19840 0.79150 0.1 0.0 0.2
F 0.70500 0.04730 3.52200 0.7 0.5 0.7
Re 0.08860 0.30560 0.74690 -0.7 -4.9 -0.5
C -4.82370 -0.06910 -1.33290 -0.1 -0.1 -0.1
H 5.73780 4.67380 -1.91550 0.0 0.0 -0.1
S 0.53270 2.60270 0.35590 3.0 3.8 -2.0
B 0.05640 -0.67380 2.62790 -0.1 0.6 0.7
H 4.19700 1.49670 1.54700 0.0 0.0 0.1
H 2.85520 -0.29580 1.96250 0.1 0.1 0.0
H 0.06350 4.65720 -0.64890 -0.1 0.0 -0.1
C -6.18740 -0.95250 0.49550 0.2 0.0 -0.1
B -1.70480 -0.67060 0.30170 -0.1 0.5 -0.1
C 5.38470 3.98930 -1.15880 0.0 0.1 -0.1
O -0.81020 2.21740 0.71390 -1.7 -0.5 0.5
C 5.43280 3.18900 1.11120 -0.1 -0.2 0.0
C 4.03030 2.14180 -0.50170 -1.1 -1.2 -0.4
H 4.13010 2.89730 -2.52520 0.0 0.1 0.0
C -5.08710 -1.32050 1.24360 0.2 0.0 0.0
C 3.81420 -1.97140 1.05850 0.0 0.1 0.3
C 1.79150 -1.89070 -0.85940 -0.3 -0.1 -0.2
H 0.99440 -1.86950 -1.59170 0.1 0.0 -0.2
H -7.17980 -1.13280 0.87950 0.0 -0.1 0.1
C 3.75620 -2.93240 0.05640 -0.1 0.2 -0.1
C 2.85070 -0.98650 1.12950 0.2 0.0 0.2
H 2.21060 0.53270 -2.53480 0.3 0.0 0.6
C 5.84560 4.09280 0.14510 0.0 0.0 -0.1
O 0.88420 2.03990 -1.03960 0.0 0.1 0.1
C -6.05910 -0.33870 -0.76750 0.3 0.0 0.0
C 1.78340 -0.90700 0.17660 0.5 1.5 -0.3
H 4.60360 -2.01300 1.79570 0.0 0.0 0.1
C 2.75090 -2.88090 -0.90650 -0.3 0.0 0.0
O 1.54220 2.03990 1.23600 0.3 0.4 1.4
O -2.40000 -0.22770 -0.82100 -0.1 0.4 -0.5
C -3.71230 -0.41880 -0.58480 -0.5 -0.7 1.1
H -6.95350 -0.06770 -1.30550 -0.1 0.0 -0.1
C 4.47290 3.00100 -1.50020 -0.1 -0.1 -0.2
O -2.61550 -1.20240 1.20420 0.4 -0.3 0.7